{
  "formula": "C5H6O3",
  "method": "ωB97M-V with the def2-TZVPD basis set",
  "symbols": ["O", "C", "O", "C", "C", "C", "C", "O", "H", "H", "H", "H", "H", "H"],
  "positions_angstrom": [[1.235223, -2.675260, 1.702775], [0.874961, -1.796752, 1.058805], [1.435148, -0.540492, 0.963065], [0.393940, 0.295995, 0.598707], [0.214461, 1.445632, -0.359816], [-1.099532, 0.576779, -0.848751], [-0.333027, -0.573012, -0.369135], [-0.340815, -1.799233, 0.387557], [-0.303155, 0.487079, 1.420772], [0.971737, 1.408338, -1.140927], [-0.078348, 2.456296, -0.112048], [-1.362334, 0.775405, -1.896936], [-1.984824, 0.677271, -0.193426], [0.376566, -0.738046, -1.210642]],
  "forces_ev_per_angstrom": [[1.7, -2.6, 1.5], [-2.5, 3.0, -1.5], [1.9, -0.2, 1.2], [-1.9, -0.3, -0.4], [-1.2, -0.4, -1.6], [-1.7, 2.2, 0.3], [3.8, -1.2, -0.3], [-0.9, -0.5, -0.6], [0.3, -0.1, 0.4], [-0.2, 0.2, -0.2], [0.6, 0.2, 0.7], [-0.1, -0.8, 0.3], [0.3, 0.9, -0.3], [-0.1, -0.3, 0.4]],
  "nbo_charge": [-0.528, 0.974, -0.495, 0.062, -0.389, -0.393, 0.064, -0.501, 0.170, 0.216, 0.226, 0.224, 0.213, 0.157],
  "multiplicity": 1,
  "molar_mass_g_mol": 114.10,
  "total_energy_ha": -419.75205,
  "total_charge": 0,
  "lumo_energy_ev": 0.871
}